15
Properties=species:S:1:pos:R:3 method="wB97M-V/def2-TZVPD" homo_ev="1.07 / -5.62" de_lowest_kj_mol=21.2 total_charge=-1 orbital_gap_ev="3.0 / 9.5" multiplicity=2
H -0.2144 2.0953 1.8403
H -1.6691 -1.3898 -1.7501
C -0.3510 0.6997 0.6674
H -1.3127 1.0511 2.4580
N -0.9996 1.4986 1.5936
H -2.1661 0.0590 0.0220
N 0.9071 0.8787 0.3355
H -0.1053 -1.7786 -0.7972
N -1.2044 -0.2573 0.0966
H -0.3584 -0.2513 -1.9097
H 1.3294 1.3371 1.1273
H 1.8536 -0.6144 -0.3286
C -0.8086 -0.9601 -1.1347
H 2.7471 -0.9864 -1.4740
O 2.3523 -1.3819 -0.7464

***

15
Properties=species:S:1:pos:R:3 method="wB97M-V/def2-TZVPD" homo_ev=-9.91 de_lowest_kj_mol=57.2 smiles="NC=O.NCN" total_charge=0 orbital_gap_ev=10.6 multiplicity=1
H 0.6588 -2.0829 -1.9573
N 2.1962 -0.4525 -0.0737
H -1.7457 1.6121 -0.3321
C -1.4590 0.4430 1.3437
C 1.6142 -0.3315 -1.4121
N -1.7460 0.6671 0.0232
H 1.3517 0.7042 -1.5702
H 1.4844 -0.2083 0.6038
H 2.4080 -1.4334 0.0662
O -1.5772 1.2261 2.2539
N 0.4165 -1.1611 -1.6187
H -0.0932 -0.7463 -2.4071
H -1.1763 0.0616 -0.5588
H -1.1539 -0.6035 1.5233
H 2.4065 -0.5884 -2.1231

***

15
Properties=species:S:1:pos:R:3 method="wB97M-V/def2-TZVPD" homo_ev=-8.14 de_lowest_kj_mol=496.3 total_charge=0 orbital_gap_ev=9.2 multiplicity=1
H -1.1766 -1.2727 0.7620
O -0.5613 0.8304 0.4352
H -0.5140 2.4364 -0.7326
N -1.1950 1.7955 -0.3273
H -1.7298 -0.5703 -1.5083
C 0.9283 -1.1562 0.2918
C -0.4748 -0.9387 0.0025
N 1.7604 0.2070 1.2052
H -1.8050 2.3348 0.2872
H -0.2362 -1.0079 -2.0037
N -0.9502 -1.1886 -1.3071
H 2.0859 0.9380 0.5728
H 1.1494 0.6751 1.8761
H 1.5982 -1.1356 -0.5642
H 1.1208 -1.9471 1.0105